{"formula": "C26H34N4O4", "method": "ωB97M-V/def2-TZVPD", "charge": 0, "homo_energy_ev": -7.454, "smiles": "CC[C@H]1Oc2ccccc2N(CC(=O)NCCCN2CCN(c3ccc(OC)cc3)CC2)C1=O", "max_force_ev_per_a": 0.57, "homo_lumo_gap_ev": 8.18, "de_lowest_kcal_mol": 49.36, "symbols": ["C", "C", "C", "O", "C", "C", "C", "C", "C", "C", "N", "C", "C", "O", "N", "C", "C", "C", "N", "C", "C", "N", "C", "C", "C", "C", "O", "C", "C", "C", "C", "C", "C", "O", "H", "H", "H", "H", "H", "H", "H", "H", "H", "H", "H", "H", "H", "H", "H", "H", "H", "H", "H", "H", "H", "H", "H", "H", "H", "H", "H", "H", "H", "H", "H", "H", "H", "H"], "xyz": [[-2.508, -2.848, -1.316], [-2.385, -3.549, 0.029], [-2.893, -2.680, 1.179], [-3.260, -3.536, 2.249], [-3.641, -2.871, 3.379], [-4.558, -3.456, 4.238], [-4.964, -2.781, 5.376], [-4.474, -1.515, 5.644], [-3.541, -0.931, 4.804], [-3.099, -1.616, 3.679], [-2.074, -1.127, 2.852], [-1.175, -0.099, 3.342], [-1.753, 1.305, 3.108], [-2.141, 2.007, 4.022], [-1.824, 1.627, 1.810], [-2.236, 2.935, 1.355], [-1.070, 3.689, 0.714], [-0.600, 3.039, -0.592], [-0.156, 1.667, -0.386], [-0.256, 0.806, -1.549], [0.825, 1.074, -2.606], [2.127, 0.918, -1.994], [3.238, 0.711, -2.816], [3.194, 0.855, -4.205], [4.301, 0.588, -4.983], [5.500, 0.177, -4.407], [6.539, -0.046, -5.270], [7.769, -0.463, -4.735], [5.556, 0.026, -3.027], [4.441, 0.283, -2.252], [2.286, 1.802, -0.854], [1.180, 1.531, 0.171], [-1.864, -1.638, 1.616], [-0.946, -1.270, 0.904], [-3.547, -2.607, -1.532], [-2.131, -3.492, -2.107], [-1.928, -1.929, -1.312], [-1.342, -3.807, 0.218], [-2.971, -4.469, 0.034], [-3.790, -2.119, 0.851], [-4.938, -4.436, 3.997], [-5.678, -3.240, 6.043], [-4.810, -0.976, 6.516], [-3.168, 0.057, 5.021], [-1.000, -0.248, 4.409], [-0.237, -0.201, 2.790], [-1.334, 1.079, 1.104], [-3.048, 2.821, 0.629], [-2.610, 3.479, 2.225], [-0.248, 3.742, 1.429], [-1.388, 4.710, 0.495], [0.176, 3.677, -1.041], [-1.445, 3.010, -1.286], [-1.246, 0.918, -1.996], [-0.147, -0.220, -1.187], [0.719, 0.340, -3.405], [0.686, 2.085, -3.030], [2.293, 1.189, -4.694], [4.260, 0.705, -6.054], [8.182, 0.281, -4.045], [7.680, -1.425, -4.219], [8.440, -0.573, -5.586], [6.461, -0.301, -2.538], [4.508, 0.131, -1.186], [3.257, 1.639, -0.390], [2.243, 2.858, -1.178], [1.292, 2.206, 1.022], [1.271, 0.500, 0.522]], "forces_ev_per_a": [[0.1, -0.1, 0.2], [-0.1, 0.3, 0.2], [0.0, 0.0, -0.6], [0.2, 0.0, 0.3], [-0.2, 0.2, 0.2], [0.2, 0.1, -0.2], [0.0, 0.0, 0.0], [0.0, 0.0, 0.0], [0.0, 0.0, -0.1], [-0.3, -0.4, 0.0], [0.2, 0.1, 0.1], [0.2, 0.2, 0.1], [0.1, -0.5, -0.1], [0.0, 0.2, 0.4], [0.0, 0.0, -0.2], [0.0, 0.3, 0.1], [-0.2, -0.3, -0.2], [0.1, 0.3, 0.2], [-0.1, -0.1, -0.2], [0.1, -0.1, -0.3], [-0.2, -0.1, 0.1], [-0.4, -0.1, 0.2], [0.4, -0.1, -0.2], [-0.1, 0.1, 0.2], [0.4, -0.1, 0.0], [-0.1, 0.1, -0.1], [-0.4, 0.1, 0.0], [0.2, -0.1, 0.1], [0.3, 0.0, -0.2], [-0.2, 0.1, 0.0], [-0.1, 0.1, 0.2], [0.3, 0.1, 0.0], [-0.1, -0.2, 0.0], [0.1, 0.0, -0.2], [-0.1, 0.0, -0.1], [0.0, 0.0, -0.1], [0.0, 0.1, -0.1], [0.0, -0.1, 0.0], [0.0, 0.0, 0.0], [0.1, -0.1, 0.1], [-0.1, -0.1, -0.1], [-0.1, 0.0, 0.1], [0.0, 0.1, 0.1], [0.1, 0.1, 0.0], [0.0, 0.1, -0.1], [-0.1, 0.0, 0.1], [0.0, 0.0, 0.2], [0.0, 0.1, 0.0], [0.0, -0.1, -0.2], [0.0, 0.1, 0.1], [0.0, 0.1, 0.0], [-0.1, 0.0, -0.1], [0.0, 0.0, 0.0], [0.0, 0.0, 0.0], [0.0, 0.0, -0.1], [0.0, 0.1, 0.0], [0.0, -0.1, -0.1], [-0.1, 0.0, 0.0], [0.0, 0.0, -0.1], [0.0, 0.0, 0.0], [0.0, 0.0, 0.0], [0.0, 0.0, 0.1], [0.1, 0.0, 0.0], [0.0, 0.0, 0.1], [0.0, 0.0, 0.0], [0.1, 0.0, 0.0], [0.0, 0.0, 0.0], [0.1, 0.0, 0.1]], "nbo_charge": [-0.609, -0.406, 0.026, -0.481, 0.251, -0.234, -0.211, -0.219, -0.248, 0.147, -0.429, -0.316, 0.665, -0.641, -0.643, -0.226, -0.410, -0.220, -0.476, -0.214, -0.240, -0.451, 0.130, -0.240, -0.237, 0.272, -0.496, -0.250, -0.306, -0.167, -0.217, -0.237, 0.675, -0.639, 0.199, 0.214, 0.221, 0.217, 0.219, 0.187, 0.225, 0.216, 0.218, 0.247, 0.231, 0.247, 0.451, 0.186, 0.237, 0.203, 0.215, 0.176, 0.197, 0.197, 0.223, 0.215, 0.165, 0.213, 0.222, 0.173, 0.173, 0.199, 0.217, 0.201, 0.212, 0.165, 0.202, 0.214]}